A | C3H6INO2 | the ωB97M-V functional and the def2-TZVPD basis

Lowest unoccupied orbital energy (spin up / spin down)   0.46 / 0.46 eV
HOMO-LUMO gap (spin up / spin down)   0.3123 / 0.3123 hartree
HOMO (spin up / spin down)   -0.2954 / -0.2954 hartree

```
! RIJCOSX wB97M-V def2-TZVPD def2/J DEFGRID3
* xyz 0 1
C 0.41007 -0.87492 -0.70457
C -0.35842 -0.57509 0.60537
C 0.14308 1.56015 0.21302
N 1.40926 0.09694 -1.01038
O -0.86398 0.67675 0.36801
O -0.07134 2.79330 -0.23558
I 3.15710 0.12183 0.09366
H 0.87899 -1.80305 -0.65507
H -0.32132 -0.97482 -1.55515
H -1.08591 -1.33140 0.82326
H 0.29142 -0.55059 1.43374
H 0.92565 1.40375 0.93820
H -0.70111 2.71422 -0.93043
*
```

---

B | C3H6INO2 | the ωB97M-V functional and the def2-TZVPD basis

Lowest unoccupied orbital energy   -0.07 eV
HOMO-LUMO gap   0.3474 hartree
HOMO   -0.3501 hartree
SMILES string   CO[C@@H](I)C(N)=O

```
! RIJCOSX wB97M-V def2-TZVPD def2/J DEFGRID3
* xyz 0 1
C 0.24315 -1.57873 0.08443
C 0.50857 2.06892 0.25495
C -0.15773 -0.16551 0.50597
N -0.25205 -2.01806 -1.07729
O 1.02428 -2.18708 0.77508
O 0.58812 0.72704 -0.17223
I -2.43058 0.35887 0.02600
H 1.15746 2.63818 -0.40656
H 0.83263 2.18056 1.29397
H -0.52425 2.43469 0.15992
H -0.13691 -0.05933 1.59376
H -0.90793 -1.48487 -1.62126
H 0.05525 -2.91469 -1.41675
*
```

---

Short version: B is the most stable of them.